1.
The following is a quantum chemistry calculation of a 8-piece molecular cluster, C29H41N5O5 overall in a non-equilibrium geometry, from OMol25.

Last column: Mulliken charge in e.
Cartesian coordinates (Å):
O 10.8933 13.8711 2.1464  -0.627
C 11.0475 14.6767 1.2439  0.396
O 11.3858 14.3098 -0.0013  -0.295
C 11.8161 15.4796 -0.7280  0.646
C 11.1774 16.6453 0.0519  -0.892
C 10.9438 16.1927 1.4437  -0.254
H 11.3357 15.5462 -1.7042  -0.166
H 12.8833 15.6498 -0.8706  0.073
H 10.2212 16.9174 -0.3950  0.273
H 11.8132 17.5283 -0.0124  0.454
H 9.9952 16.4090 1.9351  0.321
H 11.7195 16.4998 2.1452  0.091
O 16.2426 10.7735 -3.1002  0.143
C 16.8635 10.2772 -4.0205  0.098
O 16.2505 9.6373 -5.0135  -0.053
C 17.1413 9.1406 -6.0106  -1.137
C 18.5490 9.3482 -5.4367  -0.469
C 18.3497 10.3895 -4.3650  -0.762
H 17.1240 9.7827 -6.8912  0.351
H 17.0741 8.1316 -6.4175  0.339
H 19.2563 9.5891 -6.2302  0.830
H 18.8505 8.3797 -5.0376  0.245
H 18.5378 11.4230 -4.6560  -0.619
H 18.9876 10.2790 -3.4880  0.644
C 15.1678 13.7231 -1.6827  0.958
O 14.7992 12.3682 -1.6855  -0.947
H 16.1848 13.8744 -1.3209  -0.024
H 15.1788 14.0532 -2.7214  0.061
H 14.5215 14.2594 -0.9878  -0.767
H 15.4444 11.8915 -2.2128  0.427
N 19.1904 13.6269 -0.0093  0.236
C 18.1759 14.1252 0.7886  -1.145
C 18.4105 15.4533 1.0549  -0.086
C 19.5766 15.7845 0.4249  -0.562
C 20.0961 14.6249 -0.1732  -1.310
H 19.2932 12.6497 -0.2430  0.422
H 17.4006 13.5012 1.2080  0.721
H 17.8581 16.1040 1.7166  0.539
H 19.9408 16.8013 0.4249  0.558
H 21.0052 14.4169 -0.7178  0.479
N 12.5933 15.5358 -4.3780  0.161
C 13.8943 15.9059 -4.7152  -0.430
C 13.8466 17.2309 -4.9783  -0.430
C 12.5394 17.7109 -4.9028  -0.931
C 11.7887 16.5977 -4.5313  -0.512
H 12.2234 14.6069 -4.2350  0.763
H 14.6637 15.1495 -4.7637  0.297
H 14.6686 17.8207 -5.3563  0.426
H 12.3113 18.7287 -5.1830  0.412
H 10.7442 16.5512 -4.2607  0.401
N 12.5324 12.4797 -3.3928  0.221
C 11.2600 12.9793 -3.3632  -0.798
C 10.8731 13.0944 -4.6907  -0.654
C 11.9361 12.6256 -5.5134  -0.495
C 12.9623 12.3150 -4.6529  -0.709
H 13.1502 12.3503 -2.6043  0.347
H 10.7686 13.2038 -2.4280  0.610
H 9.9647 13.5598 -5.0439  0.404
H 11.9893 12.5700 -6.5907  0.426
H 13.9649 11.9840 -4.8803  0.605
N 14.5655 14.3087 2.1283  0.465
C 14.6450 12.9540 2.1623  -0.668
C 14.5239 12.5734 3.5249  -0.724
C 14.2091 13.7238 4.2587  -0.503
C 14.1855 14.7552 3.3480  -0.740
H 14.7533 14.8990 1.3306  0.187
H 14.9176 12.3955 1.2790  0.574
H 14.5727 11.5825 3.9517  0.418
H 14.0135 13.7472 5.3206  0.434
H 14.1027 15.8228 3.4892  0.529
N 19.0708 16.7320 -3.1499  0.115
C 19.2282 17.0641 -4.4133  -0.472
C 18.3783 16.2625 -5.1177  -0.945
C 17.7052 15.4451 -4.2722  -0.364
C 18.2453 15.6588 -3.0082  -0.708
H 19.6447 17.0598 -2.3862  0.236
H 19.8820 17.8843 -4.6706  0.447
H 18.2708 16.2996 -6.1917  0.376
H 16.9456 14.7222 -4.5306  1.007
H 18.1256 15.1904 -2.0424  0.032

Properties
Spin multiplicity: 2
DFT total energy (Eh): -1779.51327
Gap between HOMO and LUMO (alpha / beta) (eV): 1.87 / 8.00
Total charge: -1


2.
The following is a quantum chemistry calculation of C6H9NO as an isolated structure in a non-equilibrium geometry, from OMol25.

Last column: Mulliken charge in e.
Cartesian coordinates (Å):
C -0.7919 0.3605 -0.3225  0.533
C -0.3721 0.5420 -1.8007  -0.497
C 0.6790 -0.1092 -0.2433  -0.115
C 1.1679 -0.1592 1.1296  -0.910
C -0.2383 -0.9482 1.6977  -0.405
C -1.1872 -0.6546 0.6845  -0.489
H -0.6305 1.4768 1.1525  0.370
H -0.7967 -0.4794 -2.2332  0.252
H -0.9391 1.5211 -2.3003  0.296
H 1.6208 0.1334 -2.1743  0.296
H 0.5922 -1.1479 -0.6264  0.443
H 1.9785 -0.9405 1.4720  0.310
H 1.2690 0.8325 1.5384  0.411
H -0.3263 -1.6973 2.5077  0.406
H -2.3447 -0.9856 0.6212  0.228
N 1.0225 0.5202 -1.4189  -0.575
O -0.7030 1.7352 0.3159  -0.554

Properties
DFT total energy (Eh): -363.79653
Gap between HOMO and LUMO (eV): 9.59
Total charge: 0


3.
The following is a quantum chemistry calculation of a 2-piece molecular cluster, C2HCl2NS overall in a non-equilibrium geometry, from OMol25.

Last column: Mulliken charge in e.
Cartesian coordinates (Å):
C 1.8944 0.3681 -0.0820  0.177
C -1.5772 -0.1566 0.1332  0.191
N 0.7763 0.1737 -0.3692  -0.446
S 3.4963 0.6299 0.0986  -0.312
Cl -1.8650 -0.8587 1.5423  0.013
Cl -1.6202 -1.0458 -1.3118  0.004
H -1.1047 0.8895 -0.0111  0.373

Properties
DFT total energy (Eh): -1450.00056
Gap between HOMO and LUMO (alpha / beta) (eV): 6.76 / 4.35
Total charge: 0


4.
The following is a quantum chemistry calculation of an isolated molecule of C2H6O3Si in a non-equilibrium geometry, from OMol25.

Last column: Mulliken charge in e.
Cartesian coordinates (Å):
C 1.6971 -0.6838 1.0910  -0.521
C 1.1922 0.1463 0.1721  -0.662
O -1.4820 -1.4193 -1.0974  -0.342
O -1.0216 1.7641 -1.1897  -0.483
O -1.9517 -0.5184 -0.0865  -0.190
Si -0.9866 0.8038 0.1538  0.673
H 2.7357 -0.8780 1.0437  0.268
H 1.1919 -1.1666 1.8831  0.250
H 1.7607 0.5702 -0.5481  0.403
H -0.4681 -1.4411 -0.9027  0.366
H -1.4427 1.3737 -1.9905  0.352
H -1.2250 1.4491 1.4710  -0.112

Properties
DFT total energy (Eh): -594.92919
Gap between HOMO and LUMO (eV): 10.59
Total charge: 0